# 1
27
Properties=species:S:1:pos:R:3:nbo_charge:R:1 method="wB97M-V/def2-TZVPD" charge=+1 energy_ev=-13357.2109 orbital_gap_ha=0.33165 relative_energy_kcal_mol=19.6
C 1.9013 -1.9712 -1.4799 -0.689
C -3.1153 -0.4459 -0.2046 0.043
C 2.0703 -0.7721 -0.5987 0.278
C -1.6376 -0.3318 0.3367 0.480
N -3.1488 0.0963 -1.5084 -0.828
N -3.9734 0.2378 0.6837 -0.845
N 2.9605 1.8854 1.5865 -1.069
N 3.1787 -0.2573 -0.2483 -0.659
N -0.5964 -0.5857 -0.3654 -0.833
N -1.4736 -0.0384 1.6286 -0.804
H 0.8940 -2.2919 -1.5165 0.265
H 2.6595 -2.5436 -0.8401 0.264
H 2.3155 -1.6676 -2.4785 0.258
H -3.2873 -1.6010 -0.2336 0.213
H -3.9674 -0.0893 -1.9704 0.366
H -3.1568 1.0789 -1.4229 0.349
H 3.4397 2.6676 1.1146 0.377
H -4.9959 0.3498 0.3369 0.386
H 3.2550 1.9366 2.4976 0.383
H 2.0565 2.2058 1.4442 0.374
H 3.2887 0.4627 0.4909 0.457
H 4.0730 -0.4567 -0.7451 0.400
H 1.1138 -0.4294 -0.0980 0.281
H -0.8113 -0.6521 -1.3277 0.370
H -0.5838 -0.0760 2.0593 0.397
H -2.3593 0.0306 2.2862 0.437
H -3.5789 1.1120 0.7369 0.348

=====

# 2
25
Properties=species:S:1:pos:R:3:nbo_charge:R:1 method="wB97M-V/def2-TZVPD" charge=-1 multiplicity=2 energy_ev=-12053.5268 orbital_gap_ha="0.10634 / 0.32923" relative_energy_kcal_mol=41.3
C 1.8593 0.4535 -2.0167 -0.695
C 0.9311 -0.4868 -1.2075 -0.418
C 1.4130 -0.9058 0.2016 -0.234
N 0.4272 -0.2509 1.0791 -0.668
C 0.7097 -0.7394 2.4822 -0.465
H 2.2709 1.3323 -1.5013 0.198
H 2.6536 -0.2051 -2.3469 0.181
H 1.3498 0.8664 -2.9042 0.205
H -0.1193 -0.1287 -1.1021 0.232
H 0.8483 -1.4359 -1.8300 0.173
H 1.3714 -2.0144 0.3066 0.167
H 2.4855 -0.8150 0.3358 0.162
H 0.2737 0.7059 1.1224 0.390
H -0.1720 -0.7797 3.3325 0.164
H 0.8578 -1.7907 2.3560 0.176
H 1.5527 -0.2514 2.8790 0.166
H -2.4476 -1.1617 -1.7595 0.463
H -3.0949 0.1954 -1.5924 0.463
O -2.9331 -0.4507 -2.2403 -0.953
H 0.1202 2.5991 -1.0166 0.323
H -0.2581 2.9712 0.4902 0.363
O -0.5512 2.4109 -0.1785 -1.347
H -2.8315 0.0595 2.4293 0.469
H -3.1686 -0.2006 0.8777 0.468
O -3.5480 0.0226 1.8036 -0.984

=====

# 3
25
Properties=species:S:1:pos:R:3:nbo_charge:R:1 method="wB97M-V/def2-TZVPD" smiles=CCN(C)C.O.O.O energy_ev=-12055.6170 orbital_gap_ha=0.32923 relative_energy_kcal_mol=26.0
C -2.5412 1.0161 -1.7517 -0.622
C -1.9974 -0.3221 -1.2086 -0.214
N -0.7064 -0.1210 -0.5427 -0.438
C -0.3418 -1.2526 0.2802 -0.412
C 0.3242 0.2220 -1.4853 -0.421
H -2.1011 1.8348 -1.1969 0.218
H -2.2073 1.1878 -2.7798 0.200
H -3.6122 1.0597 -1.7222 0.212
H -1.9002 -1.0353 -2.0372 0.161
H -2.6590 -0.6452 -0.4518 0.193
H -0.0930 -2.1893 -0.2415 0.166
H -1.2001 -1.5346 0.9001 0.193
H 0.4737 -1.0039 0.9613 0.201
H 0.2448 -0.3201 -2.4490 0.154
H 0.1691 1.2359 -1.8595 0.200
H 1.3243 0.1162 -1.0828 0.207
O 2.1197 -3.6159 0.0130 -0.931
H 3.0443 -3.5591 0.2904 0.466
H 2.1182 -2.9761 -0.7147 0.466
O 0.9322 1.7667 4.1429 -0.944
H 0.3549 2.2982 3.5787 0.473
H 0.4821 0.9160 4.1711 0.477
O 2.3726 2.3633 1.3980 -0.950
H 2.0706 2.2071 2.3047 0.480
H 3.3290 2.3512 1.4833 0.465

=====

# 4
28
Properties=species:S:1:pos:R:3:nbo_charge:R:1 method="wB97M-V/def2-TZVPD" smiles="O=CCCNCO.O.O.O.O" energy_ev=-18197.8484 orbital_gap_ha=0.36705 relative_energy_kcal_mol=37.6
O -1.1573 2.5034 -1.4201 -0.520
C -1.0570 1.4389 -1.9662 0.447
C 0.2875 0.8212 -2.3403 -0.514
C 0.6139 -0.2014 -1.2091 -0.214
N -0.4714 -1.1135 -0.8827 -0.671
C -0.3874 -1.7949 0.3993 0.081
O 0.8826 -2.3126 0.7298 -0.733
H -1.8832 0.7675 -2.2618 0.115
H 1.1237 1.5095 -2.2534 0.233
H 0.1727 0.4036 -3.3416 0.213
H 0.8268 0.4668 -0.3748 0.190
H 1.5407 -0.7278 -1.4443 0.212
H -0.5225 -1.8581 -1.5610 0.361
H -1.1500 -2.5769 0.3458 0.165
H -0.5902 -1.1173 1.2314 0.175
H 1.1619 -2.9601 0.0716 0.474
O 3.2274 -0.7089 0.6271 -1.004
H 3.1698 0.2151 0.8884 0.499
H 2.4787 -1.2600 0.8667 0.487
O -2.8712 0.4057 0.5994 -0.941
H -2.9793 -0.3479 1.1975 0.455
H -2.1090 0.0128 0.1307 0.480
O 1.8649 1.3609 1.8345 -0.943
H 1.2431 0.9325 2.4329 0.489
H 1.2798 1.6062 1.1107 0.466
O -1.1752 1.5180 2.4283 -0.954
H -1.5312 2.0177 1.6768 0.483
H -1.9886 0.9995 2.4846 0.469

=====

# 5
29
Properties=species:S:1:pos:R:3:nbo_charge:R:1 method="wB97M-V/def2-TZVPD" smiles="O=CCCNC=O.O.O.O.O.O" energy_ev=-20244.1656 orbital_gap_ha=0.36238 relative_energy_kcal_mol=55.4
O 2.1590 0.4423 -1.8927 -0.542
C 2.0246 1.5028 -1.3380 0.451
C 1.0043 1.6164 -0.1844 -0.519
C 0.0771 0.5127 0.2277 -0.231
N -1.0769 0.8396 0.9584 -0.653
C -1.2604 1.1803 2.2921 0.531
O -2.3421 1.5795 2.6787 -0.642
H 2.5152 2.3444 -1.6291 0.124
H 1.8552 1.8182 0.6019 0.225
H 0.3310 2.4795 -0.3802 0.232
H -0.1718 -0.2328 -0.6881 0.213
H 0.7167 -0.2029 0.7668 0.201
H -1.8615 1.1768 0.3172 0.434
H -0.4854 1.0155 2.9532 0.165
O -1.7176 -1.0303 -3.7380 -0.921
H -0.9602 -0.8637 -3.2608 0.449
H -2.2437 -1.6202 -3.1096 0.473
O 0.5578 -0.5955 3.4640 -0.935
H 1.2553 -0.8802 3.9324 0.468
H 0.6395 -0.8150 2.5448 0.476
O -3.8486 1.5947 0.4328 -0.972
H -4.3610 1.0015 1.0072 0.474
H -3.4638 2.1648 1.2088 0.495
O 0.4207 -3.0110 -2.9494 -0.935
H 1.0601 -3.3323 -3.6846 0.473
H 0.6579 -2.0761 -2.8935 0.462
O 2.4951 -2.0834 0.6915 -0.948
H 3.2726 -2.2190 0.1042 0.485
H 2.7509 -2.3065 1.5666 0.466

=====

# 6
29
Properties=species:S:1:pos:R:3:nbo_charge:R:1 method="wB97M-V/def2-TZVPD" charge=-1 energy_ev=-25128.6585 orbital_gap_ha=0.22315
C 3.4597 -2.1094 0.8854 -0.410
N 2.2427 -2.7327 0.4255 -0.637
C 1.3613 -1.8379 -0.3243 -0.725
Nb -0.0636 -0.7854 1.1614 1.606
B -1.1039 -2.9035 1.1793 0.651
O -2.4051 -2.9788 0.6809 -0.975
O -0.5234 -4.0763 1.5964 -0.953
H 3.2534 -1.6015 1.8190 0.204
H 4.2346 -2.8459 1.0348 0.174
H 3.8101 -1.3386 0.1974 0.150
H 2.4252 -3.5893 -0.0693 0.340
H 0.7802 -2.4404 -1.0084 0.196
H 1.9061 -1.0842 -0.8971 0.170
H 0.9217 -1.4231 2.6002 -0.454
H 1.0611 0.6734 1.2656 -0.441
H -1.1073 -0.1596 -0.2272 -0.473
H -1.2958 -0.1993 2.4197 -0.427
H -3.0171 -2.7654 1.3948 0.494
H 0.0919 -3.8209 2.3014 0.510
C -2.1521 2.9376 -2.5260 -0.838
S -0.8169 3.1765 -1.3420 1.270
O -1.2180 2.4825 -0.1056 -0.948
C -1.1157 4.9375 -1.0902 -0.839
H -2.1722 1.8810 -2.7817 0.250
H -3.0999 3.2235 -2.0698 0.223
H -1.9592 3.5321 -3.4204 0.211
H -2.1359 5.0878 -0.7365 0.222
H -0.9504 5.4751 -2.0251 0.213
H -0.4115 5.2852 -0.3383 0.236

=====

# 7
39
Properties=species:S:1:pos:R:3:nbo_charge:R:1 method="wB97M-V/def2-TZVPD" charge=-1 energy_ev=-55506.8979 orbital_gap_ha=0.07447
Hf -1.7538 1.4497 0.1989 1.250
S -1.0759 4.5726 3.8575 2.535
O -2.1132 4.3693 2.8634 -0.766
O -1.3875 4.1628 5.1980 -0.939
O -0.2099 3.5786 3.2324 -0.723
O -0.4277 5.8989 3.7603 -0.933
S -2.6056 -1.0668 -3.9228 2.568
O -1.8411 0.1121 -3.5102 -0.735
O -1.6775 -2.0888 -4.2986 -0.943
O -3.1217 -1.2004 -2.6027 -0.761
O -3.6445 -0.6964 -4.8229 -0.954
O -1.1701 -1.4082 2.7727 -1.013
H -0.6145 -2.1258 3.1344 0.410
C 4.4335 -1.6129 -1.1240 -0.641
C 2.9123 -1.8727 -1.0693 -0.081
C 2.5687 -3.2689 -0.5166 -0.070
O 3.1275 -3.4794 0.8066 -0.577
C 2.4867 -4.5515 1.5698 -0.253
N 2.4788 -0.9185 -0.0702 -0.813
H 5.0528 -1.8202 -0.2513 0.219
H 4.6573 -0.6046 -1.4722 0.203
H 4.7577 -2.3689 -1.8392 0.200
H 2.4371 -1.5447 -1.9937 0.211
H 3.0382 -4.0231 -1.1481 0.164
H 1.4983 -3.4677 -0.4639 0.193
H 2.5886 -5.5192 1.0787 0.172
H 1.4887 -4.2428 1.8809 0.192
H 3.1209 -4.5747 2.4560 0.191
H 2.7268 -1.3902 0.7877 0.359
H 3.2550 -0.2723 -0.0785 0.335
O 0.2421 4.9312 -1.2185 -0.943
H 1.0537 5.2982 -0.8680 0.475
H 0.0203 5.4998 -1.9559 0.468
O -5.4841 0.7921 1.7807 -0.943
H -5.9146 0.7793 2.6356 0.474
H -6.0598 0.2782 1.2144 0.470
O -4.6775 3.9188 -1.8161 -0.945
H -5.3855 4.4317 -1.4263 0.472
H -4.7802 4.0458 -2.7592 0.473

=====

# 8
27
Properties=species:S:1:pos:R:3:nbo_charge:R:1 method="wB97M-V/def2-TZVPD" smiles=CCNCCN.O.O.O energy_ev=-13562.4016 orbital_gap_ha=0.34636 relative_energy_kcal_mol=9.2
C -2.2198 -1.0307 -0.8379 -0.646
C -1.1602 -1.1915 -1.9267 -0.215
N 0.1510 -1.6135 -1.4903 -0.632
C 0.8261 -0.7223 -0.5765 -0.226
C 0.7718 -1.1581 0.8880 -0.238
N 1.4397 -0.1880 1.7664 -0.886
H -1.9049 -0.3332 -0.0458 0.206
H -3.0974 -0.4649 -1.1766 0.218
H -2.5728 -1.9188 -0.3208 0.203
H -1.5755 -1.9288 -2.6038 0.197
H -1.0449 -0.2386 -2.4356 0.200
H 0.2970 -2.5467 -1.1403 0.359
H 1.8633 -0.4493 -0.7721 0.178
H 0.3758 0.2751 -0.6875 0.180
H 1.2459 -2.1477 0.9346 0.169
H -0.2649 -1.2532 1.1892 0.193
H 1.8391 -0.6512 2.5791 0.371
H 2.2499 0.2830 1.3650 0.393
O -0.7062 2.5544 -0.5790 -0.966
H -0.6808 1.8535 0.0874 0.484
H -1.1304 3.2921 -0.1360 0.476
O -0.9384 1.4480 1.9478 -1.004
H -0.1441 0.8809 1.8715 0.498
H -1.0716 1.5705 2.8916 0.482
O 2.7371 1.9950 0.0364 -0.944
H 2.9457 1.7852 -0.8807 0.472
H 1.7695 1.8989 0.0524 0.479

=====

# 9
29
Properties=species:S:1:pos:R:3:nbo_charge:R:1 method="wB97M-V/def2-TZVPD" charge=+1 energy_ev=-18209.6866 orbital_gap_ha=0.42135 relative_energy_kcal_mol=6.8
C -1.5657 -0.8273 1.2728 -0.658
C -1.0389 0.5281 0.8953 -0.029
C -2.0775 1.3818 0.1626 -0.547
C -1.5620 2.1285 -1.0398 0.763
O -2.1288 1.6562 -2.1765 -0.677
O -0.7773 3.0348 -1.0688 -0.565
N 0.1557 0.2136 -0.0213 -0.702
H -0.8505 -1.2989 1.9460 0.231
H -2.5370 -0.8314 1.7806 0.246
H -1.9739 -1.4995 0.5171 0.253
H -0.6603 1.0335 1.7631 0.231
H -3.0341 0.9022 -0.0242 0.258
H -2.3681 2.2260 0.7713 0.268
H -1.8734 2.2241 -2.9216 0.509
H 0.0203 0.7628 -0.8708 0.431
H 0.9549 0.6527 0.4518 0.475
H 0.3155 -0.7615 -0.2925 0.479
H 2.8490 -1.3249 1.8313 0.488
H 3.0467 -1.9989 0.4921 0.479
O 2.4623 -1.3841 0.9501 -0.964
H 1.4922 -1.1321 -2.9074 0.485
H 2.8987 -0.5578 -2.5024 0.487
O 1.9539 -0.3898 -2.5082 -0.968
H 0.3159 -3.4837 -0.2597 0.482
H -0.6809 -3.5671 -1.3092 0.487
O -0.2143 -2.8829 -0.8055 -0.961
H 2.0325 1.8922 2.6761 0.493
H 2.6987 1.9398 1.3259 0.490
O 2.1465 1.3640 1.8719 -0.963